No. 1
Entry from OMol25: a structure of composition C36H49BeN5O2P2S (ωB97M-V/def2-TZVPD).

Each line ends with the Löwdin charge.
Geometry (Å):
Be (-0.18471, -0.20379, -0.37678)  -0.009
C (-3.97918, -3.69882, -0.66054)  -0.104
C (-3.20598, -2.43013, -1.02261)  -0.500
C (-4.11574, -1.19700, -1.00063)  -0.096
P (-1.61398, -2.09936, -0.07601)  1.168
C (-1.09015, -3.76763, 0.58948)  -0.519
C (-0.07478, -3.56675, 1.71679)  -0.107
C (-0.51219, -4.69608, -0.47680)  -0.115
C (-2.19222, -1.33791, 1.48693)  -0.287
C (-3.38424, -1.58573, 2.16051)  -0.052
C (-3.76907, -0.84729, 3.27176)  -0.279
C (-5.05991, -1.14055, 3.99321)  -0.055
C (-2.93775, 0.18883, 3.68745)  -0.042
C (-1.72608, 0.42705, 3.06467)  -0.039
C (-1.31113, -0.36071, 1.98410)  -0.318
N (-0.08150, -0.19451, 1.34108)  -0.052
C (1.06502, 0.00074, 2.06765)  -0.285
C (1.18679, -0.29385, 3.44377)  -0.026
C (2.36972, -0.10313, 4.12178)  -0.041
C (3.51004, 0.38544, 3.48049)  -0.287
C (4.79659, 0.59981, 4.23670)  -0.058
C (3.42376, 0.62202, 2.12108)  -0.072
C (2.23919, 0.43745, 1.40431)  -0.289
P (2.04761, 0.53339, -0.38852)  1.168
C (3.37683, -0.57253, -1.08767)  -0.521
C (4.81943, -0.07676, -1.04572)  -0.096
C (3.24260, -1.93293, -0.39904)  -0.112
C (2.56272, 2.24662, -0.96885)  -0.503
C (3.39479, 3.04185, 0.03320)  -0.115
C (1.31280, 3.04804, -1.34195)  -0.121
H (-4.88012, -3.74535, -1.27626)  0.082
H (-4.29104, -3.72093, 0.38330)  0.059
H (-3.39491, -4.59600, -0.86386)  0.066
H (-2.85998, -2.54677, -2.04588)  0.086
H (-4.54338, -1.01829, -0.01574)  0.066
H (-4.93188, -1.33411, -1.71281)  0.084
H (-3.56657, -0.30206, -1.29894)  0.056
H (-1.99211, -4.22053, 1.01109)  0.100
H (0.80635, -3.03103, 1.35706)  0.062
H (0.25059, -4.53688, 2.09958)  0.083
H (-0.49938, -2.99866, 2.54431)  0.069
H (0.46195, -4.33277, -0.80722)  0.069
H (-1.14289, -4.74248, -1.36138)  0.061
H (-0.39151, -5.70275, -0.07017)  0.081
H (-4.03107, -2.38691, 1.82602)  0.094
H (-5.37026, -2.17223, 3.82898)  0.074
H (-5.86145, -0.48802, 3.63811)  0.080
H (-4.95012, -0.97719, 5.06532)  0.075
H (-3.24422, 0.81069, 4.52170)  0.112
H (-1.08680, 1.23022, 3.41061)  0.118
H (0.33553, -0.70138, 3.97148)  0.105
H (2.42109, -0.34624, 5.17770)  0.114
H (4.60621, 1.04706, 5.21289)  0.074
H (5.47004, 1.25285, 3.68182)  0.072
H (5.31099, -0.34997, 4.40446)  0.078
H (4.31189, 0.96900, 1.60982)  0.086
H (3.08184, -0.68349, -2.13686)  0.063
H (5.19357, -0.03773, -0.02300)  0.066
H (4.92944, 0.90952, -1.49666)  0.064
H (5.45003, -0.77064, -1.60618)  0.079
H (3.55354, -1.86285, 0.64422)  0.079
H (3.86282, -2.68413, -0.89352)  0.083
H (2.20202, -2.27126, -0.41249)  0.055
H (3.14306, 2.08082, -1.88102)  0.102
H (2.88154, 3.11001, 0.99226)  0.079
H (3.54335, 4.05465, -0.34884)  0.080
H (4.37669, 2.60019, 0.20062)  0.061
H (0.69622, 3.22159, -0.45754)  0.078
H (0.70949, 2.51649, -2.07623)  0.054
H (1.59241, 4.01594, -1.76302)  0.081
N (4.57992, -1.43550, -6.74699)  0.100
C (3.42548, -1.34550, -5.99566)  -0.319
C (2.29909, -0.67570, -6.48459)  -0.028
C (1.15208, -0.57826, -5.71971)  -0.050
C (1.12235, -1.13358, -4.45181)  -0.281
C (2.23518, -1.79439, -3.94665)  -0.090
C (3.38056, -1.89525, -4.70836)  -0.023
S (-0.38421, -1.23993, -3.52529)  0.606
O (-0.30906, -2.54701, -2.91088)  -0.336
O (-1.48802, -0.98933, -4.40630)  -0.292
N (-0.25258, -0.14466, -2.32016)  -0.107
C (-1.16624, 0.82904, -2.13373)  -0.491
N (-1.83177, 1.49353, -3.08855)  0.152
C (-2.67580, 2.42300, -2.68078)  -0.109
C (-2.86917, 2.76077, -1.34019)  -0.043
C (-2.11564, 2.06379, -0.42202)  -0.089
N (-1.28092, 1.10738, -0.80512)  0.079
H (4.50490, -1.28104, -7.73673)  0.091
H (5.24223, -2.14000, -6.47517)  0.089
H (2.32568, -0.24381, -7.47772)  0.110
H (0.26435, -0.09289, -6.10457)  0.117
H (2.17033, -2.25097, -2.96800)  0.098
H (4.24613, -2.41961, -4.31999)  0.113
H (-3.21840, 2.93612, -3.46867)  0.114
H (-3.56292, 3.53034, -1.04038)  0.100
H (-2.17433, 2.24754, 0.64538)  0.126

* relative energy (zero: lowest compared OMol25 entry of this formula, charge and spin): 69.9 kJ/mol
* total charge: 0
* frontier orbital gap: 0.26118 hartree
* HOMO level: -6.635 eV
* 2S+1: 1


No. 2
Entry from OMol25: a structure of composition C38H43N4O2 (ωB97M-V/def2-TZVPD).

Each line ends with the Löwdin charge.
Geometry (Å):
C (-7.10823, 0.56566, -3.78425)  -0.042
N (-6.44513, -0.61522, -3.26983)  -0.168
C (-7.35492, -1.51976, -2.58842)  -0.033
C (-5.08711, -0.73547, -3.21123)  -0.188
C (-4.20739, 0.35811, -3.41874)  0.039
C (-2.91154, 0.31434, -2.93945)  0.020
N (-2.41845, -0.78811, -2.27839)  -0.012
C (-1.19135, -0.79227, -1.45687)  -0.071
C (-0.21529, 0.22192, -1.95135)  -0.344
C (1.15588, -0.20778, -2.36382)  -0.143
C (2.10238, 0.81436, -2.58942)  -0.036
C (3.44453, 0.52053, -2.84126)  -0.068
C (3.85692, -0.80967, -2.96577)  -0.057
C (2.89969, -1.82841, -2.87055)  -0.064
C (1.55413, -1.53463, -2.60558)  -0.017
O (-0.51815, 1.41773, -2.07473)  0.039
C (-3.13347, -1.95611, -2.40672)  -0.027
C (-4.44484, -1.95135, -2.82310)  0.016
H (-6.55801, 0.99483, -4.62429)  0.092
H (-8.10203, 0.27288, -4.13869)  0.099
H (-7.24875, 1.34059, -3.01549)  0.109
H (-6.83148, -2.32673, -2.07202)  0.075
H (-7.96028, -0.97379, -1.84702)  0.107
H (-8.04794, -1.96067, -3.31799)  0.104
H (-4.55236, 1.29050, -3.86099)  0.117
H (-2.28011, 1.18278, -3.05198)  0.125
H (-0.82843, -1.79858, -1.37855)  0.105
H (1.79869, 1.86109, -2.51894)  0.125
H (4.17104, 1.33376, -2.93215)  0.116
H (4.90974, -1.04171, -3.16860)  0.116
H (3.21024, -2.86685, -2.99716)  0.108
H (0.81809, -2.33821, -2.56369)  0.107
H (-2.63144, -2.88206, -2.10748)  0.151
H (-5.01035, -2.88117, -2.76969)  0.119
C (4.10221, 1.22400, 4.93287)  -0.008
N (3.38891, 1.35671, 3.68667)  -0.037
C (3.72562, 2.32870, 2.78919)  -0.367
O (4.58897, 3.19015, 2.94549)  0.087
C (2.81392, 2.15983, 1.57677)  -0.168
C (3.58401, 1.88303, 0.29013)  -0.094
C (4.51068, 3.00249, -0.12657)  -0.235
C (5.85252, 2.71884, -0.41447)  -0.045
C (6.73347, 3.76062, -0.70940)  -0.076
C (6.26555, 5.07875, -0.76567)  -0.081
C (4.90834, 5.35080, -0.54506)  -0.069
C (4.02584, 4.30946, -0.24058)  -0.039
N (1.94004, 1.05191, 1.97287)  0.013
C (0.94733, 0.64343, 1.12852)  -0.030
C (0.15170, -0.45605, 1.30029)  -0.071
C (-1.07564, -0.70656, 0.57116)  -0.072
C (-2.02235, -1.70770, 1.15049)  -0.188
C (-3.32687, -1.75820, 0.64214)  -0.052
C (-4.18732, -2.79547, 0.97008)  -0.036
C (-3.85248, -3.70501, 1.98479)  -0.270
C (-4.76386, -4.84458, 2.32823)  -0.050
C (-2.63686, -3.52551, 2.64474)  -0.031
C (-1.73105, -2.53744, 2.26172)  -0.006
C (2.31644, 0.45229, 3.27306)  -0.465
C (2.87547, -0.96496, 3.12461)  0.006
C (1.17615, 0.49679, 4.29473)  0.011
H (4.91870, 1.95138, 4.95678)  0.100
H (3.43132, 1.40110, 5.78064)  0.095
H (4.50711, 0.21202, 5.03444)  0.092
H (2.20808, 3.07707, 1.45384)  0.162
H (4.16146, 0.95392, 0.42439)  0.134
H (2.85527, 1.68218, -0.50724)  0.080
H (6.19475, 1.68099, -0.36466)  0.113
H (7.78724, 3.53890, -0.88825)  0.106
H (6.95398, 5.89467, -0.98731)  0.104
H (4.52923, 6.37200, -0.59962)  0.105
H (2.96197, 4.49948, -0.06350)  0.114
H (0.78441, 1.31824, 0.26925)  0.141
H (0.35632, -1.10274, 2.14675)  0.057
H (-1.54716, 0.18984, 0.12822)  0.120
H (-3.68374, -0.96163, -0.01502)  0.116
H (-5.12836, -2.91812, 0.43313)  0.111
H (-4.47402, -5.30113, 3.27809)  0.080
H (-5.80356, -4.51418, 2.40728)  0.084
H (-4.73223, -5.63655, 1.56980)  0.089
H (-2.38519, -4.19342, 3.47447)  0.120
H (-0.82798, -2.41816, 2.86239)  0.105
H (3.81886, -0.94765, 2.56249)  0.101
H (3.06573, -1.37311, 4.12275)  0.087
H (2.16884, -1.61899, 2.61417)  0.071
H (0.97216, 1.54051, 4.56884)  0.105
H (0.27050, 0.04079, 3.88784)  0.073
H (1.49124, -0.05426, 5.18739)  0.090

* relative energy (zero: lowest compared OMol25 entry of this formula, charge and spin): 396.7 kJ/mol
* total charge: +1
* frontier orbital gap: 0.23701 hartree
* HOMO level: -9.761 eV
* 2S+1: 1


No. 3
Entry from OMol25: a cluster of 2 separate species, C5H9NO2 in total (ωB97M-V/def2-TZVPD).

Each line ends with the Löwdin spin population.
Geometry (Å):
O (2.38651, 1.03554, -1.74981)  0.819
C (2.63382, 1.26287, -0.52602)  0.092
O (2.66476, 0.43203, 0.37151)  0.048
C (-0.29275, -0.27301, 0.76003)  0.000
C (-1.19444, -1.27084, 0.19775)  0.000
C (-2.53582, -1.60359, 0.25539)  0.000
C (-3.48041, -0.82182, 0.90331)  0.000
N (-0.24891, 0.89360, -0.13260)  0.000
H (2.74062, 2.33120, -0.24432)  0.041
H (0.74521, -0.58100, 0.64861)  0.001
H (-1.04323, 0.94166, -0.76076)  0.000
H (-0.77139, -1.87472, -0.61570)  0.000
H (-2.96453, -2.45867, -0.27401)  0.000
H (-4.50553, -1.13935, 0.88217)  0.000
H (-3.10226, 0.02796, 1.46641)  0.000
H (0.58231, 1.02940, -0.70587)  -0.001
H (-0.59836, -0.05505, 1.78327)  0.000

* relative energy (zero: lowest compared OMol25 entry of this formula, charge and spin): 481.4 kJ/mol
* expectation value of S²: 0.75
* total charge: +1
* frontier orbital gap (spin up / spin down): 0.26707 / 0.26209 hartree
* HOMO level (spin up / spin down): -14.323 / -14.312 eV
* 2S+1: 2


No. 4
Entry from OMol25: an isolated molecule of CH3FNOPS (ωB97M-V/def2-TZVPD).

Each line ends with the natural charge from an NBO analysis.
Geometry (Å):
H (1.08394, 1.95652, 0.58384)  0.364
N (0.16851, 1.59067, 0.34777)  -0.680
C (0.14351, 0.46482, -0.19736)  0.348
P (1.59490, -0.57008, -0.73581)  0.261
O (-0.96161, -0.17150, -0.64022)  -0.687
S (-2.55770, 0.10296, -0.25329)  0.887
F (-2.74947, -1.17563, 0.77799)  -0.480
H (2.26049, -0.41757, 0.48021)  -0.014
H (1.01744, -1.78018, -0.36314)  0.000

* relative energy (zero: lowest compared OMol25 entry of this formula, charge and spin): 111.3 kJ/mol
* total charge: 0
* frontier orbital gap: 0.35770 hartree
* HOMO level: -9.549 eV
* SMILES string: [H]/N=C(\P)OSF
* 2S+1: 1


No. 5
Entry from OMol25: a structure of composition C5H9N (ωB97M-V/def2-TZVPD).

Each line ends with the natural charge from an NBO analysis.
Geometry (Å):
C (1.67080, -0.03378, -0.20150)  -0.621
C (0.16434, -0.07659, -0.05126)  -0.123
C (-0.76797, -0.02537, 1.23221)  -0.274
N (-1.76845, 0.39317, 0.27948)  -0.267
C (-0.67697, 1.14044, -0.42950)  -0.265
C (-0.61728, -1.17116, -0.67207)  -0.233
H (1.93475, 0.22133, -1.23886)  0.218
H (2.14052, -0.98896, 0.04534)  0.216
H (2.08893, 0.74807, 0.43887)  0.217
H (-1.03770, -0.91159, 1.82455)  0.195
H (-0.34875, 0.75805, 1.87525)  0.202
H (-0.39714, 2.08269, 0.07888)  0.177
H (-0.89513, 1.33584, -1.47953)  0.194
H (-0.19293, -1.66566, -1.56788)  0.174
H (-1.29700, -1.80648, -0.13399)  0.190

* relative energy (zero: lowest compared OMol25 entry of this formula, charge and spin): 489.1 kJ/mol
* total charge: 0
* frontier orbital gap (spin up / spin down): 0.33873 / 0.30918 hartree
* HOMO level (spin up / spin down): -8.870 / -8.147 eV
* 2S+1: 1


No. 6
Entry from OMol25: a structure of composition H22N2O17Zn2 (ωB97M-V/def2-TZVPD).

Each line ends with the natural charge from an NBO analysis.
Geometry (Å):
Zn (-4.35718, -2.03542, 0.20044)  1.333
Zn (4.35227, 0.53165, -1.82684)  1.083
N (0.15286, -0.12150, -0.02885)  0.707
O (0.25216, 0.73565, 0.85533)  -0.356
O (-0.88632, -0.85529, -0.00918)  -0.375
O (0.96778, -0.20752, -0.92255)  -0.391
N (5.31251, -3.06921, 1.19369)  0.696
O (5.21774, -2.21844, 0.32628)  -0.314
O (4.69185, -2.99838, 2.28997)  -0.285
O (6.13053, -3.97191, 1.07806)  -0.222
O (-1.37592, 0.85672, 5.24344)  -0.947
H (-1.02134, 1.47067, 4.60034)  0.469
H (-1.65546, 1.40889, 5.97364)  0.478
O (4.33694, -1.13562, -4.55582)  -0.971
H (4.61034, -0.62159, -5.31560)  0.487
H (4.15731, -2.00739, -4.90791)  0.496
O (1.38851, 6.15085, 1.98941)  -0.941
H (0.82659, 6.92373, 2.04552)  0.477
H (0.82275, 5.46853, 1.62805)  0.464
O (-4.16016, -3.52633, -2.69068)  -0.968
H (-4.33912, -3.17242, -3.56187)  0.493
H (-4.34232, -4.46269, -2.76996)  0.495
O (-4.31849, -0.62513, 3.10077)  -0.980
H (-4.95750, 0.00904, 3.42594)  0.493
H (-3.59175, -0.57340, 3.72158)  0.506
O (3.48051, 2.96155, -3.50615)  -0.975
H (4.01437, 3.35529, -4.19622)  0.493
H (2.63067, 3.39520, -3.58330)  0.495
O (4.24745, 2.71845, 0.61164)  -0.960
H (3.56377, 3.05077, 1.19333)  0.494
H (4.98631, 2.53284, 1.19117)  0.485
O (-4.62715, 0.46953, -1.70478)  -0.974
H (-4.08906, 0.65744, -2.47380)  0.495
H (-5.30678, 1.14346, -1.71693)  0.498
O (-0.10886, -4.51425, -2.85541)  -0.933
H (-0.46941, -4.37897, -3.73172)  0.468
H (0.22352, -3.65452, -2.59731)  0.465
O (-3.30998, -4.42829, 1.83506)  -0.976
H (-3.20274, -4.24256, 2.76792)  0.495
H (-2.84753, -5.25547, 1.70032)  0.505
O (-2.36260, 4.88083, 1.64304)  -0.938
H (-2.13452, 4.03894, 2.03729)  0.462
H (-2.90252, 5.31630, 2.30266)  0.476

* total charge: +2
* frontier orbital gap: 0.08788 hartree
* HOMO level: -13.593 eV
* 2S+1: 1


No. 7
Entry from OMol25: a structure of composition C4H7NO (ωB97M-V/def2-TZVPD).

Each line ends with the natural charge from an NBO analysis.
Geometry (Å):
C (2.33228, 0.81399, -0.49754)  -0.021
N (1.50001, -0.01518, -0.98668)  -0.427
C (0.18197, 0.13408, -0.60724)  0.419
C (-0.94726, -0.57641, -0.70261)  -0.336
C (-1.58325, 0.50291, 0.12634)  -0.077
O (-0.29891, 1.20573, 0.13366)  -0.518
H (2.05184, 1.62237, 0.18652)  0.173
H (3.37917, 0.70827, -0.77668)  0.176
H (-0.55968, -2.23998, 2.06150)  -0.004
H (-0.58268, -1.97773, 1.36551)  -0.003
H (-1.25323, -1.52227, -1.11925)  0.231
H (-2.36179, 1.11741, -0.33112)  0.193
H (-1.85847, 0.22681, 1.14758)  0.194

* relative energy (zero: lowest compared OMol25 entry of this formula, charge and spin): 389.6 kJ/mol
* total charge: 0
* frontier orbital gap: 0.34354 hartree
* HOMO level: -8.836 eV
* 2S+1: 1


No. 8
Entry from OMol25: a cluster of 2 separate species, C5H15N2 in total (ωB97M-V/def2-TZVPD).

Each line ends with the natural charge from an NBO analysis.
Geometry (Å):
C (1.39027, -2.40833, 0.20738)  -0.420
N (-0.05147, -2.04123, 0.26200)  -0.540
C (-0.79250, -2.72865, 1.34948)  -0.421
H (1.86300, -1.87769, -0.61668)  0.233
H (1.84697, -2.12474, 1.14766)  0.229
H (1.49148, -3.47571, 0.05530)  0.230
H (-0.48845, -2.24871, -0.63289)  0.417
H (-0.12681, -0.97300, 0.41432)  0.468
H (-0.68520, -3.80358, 1.23975)  0.230
H (-1.84124, -2.45669, 1.29447)  0.233
H (-0.38164, -2.40706, 2.30167)  0.230
N (-0.36144, 0.67112, 0.61607)  -0.848
C (0.01761, 1.23790, -0.71144)  -0.261
C (0.25288, 3.66081, -1.20569)  -0.336
C (-0.51171, 2.61562, -0.94472)  -0.233
H (0.08857, 1.23570, 1.33225)  0.392
H (-1.35534, 0.84322, 0.76094)  0.379
H (-0.34731, 0.55107, -1.48332)  0.189
H (1.10401, 1.23797, -0.77187)  0.206
H (-0.19557, 4.63121, -1.36643)  0.220
H (1.32831, 3.55284, -1.26737)  0.198
H (-1.58988, 2.74189, -0.88891)  0.205

* relative energy (zero: lowest compared OMol25 entry of this formula, charge and spin): 87.9 kJ/mol
* total charge: +1
* frontier orbital gap: 0.37658 hartree
* HOMO level: -13.170 eV
* 2S+1: 1